Version i
C6H9NO2 as an isolated structure, computed with ωB97M-V/def2-TZVPD.

The HOMO energy is -9.49 eV. As for the spin multiplicity: 1. For the lowest unoccupied orbital energy, the calculation gives 0.7 eV.

Each line ends with the natural charge from an NBO analysis.
Positions of all 18 atoms, in Å:
1 C -0.87037 1.94274 -0.25566  -0.622
2 C -0.74468 0.70997 0.49478  -0.029
3 C -2.03306 -1.17206 -0.40590  -0.278
4 C -0.52603 -1.30705 -0.45129  -0.108
5 C 0.12719 -0.29189 0.00247  -0.195
6 C 1.63302 -0.21923 0.13093  0.795
7 H -1.30972 1.87752 -1.24736  0.207
8 H 0.00239 2.29416 -0.48677  0.203
9 H -1.58775 2.61379 0.09382  0.228
10 H -0.19842 1.13984 1.64529  0.175
11 H -2.05068 -0.01172 1.42103  0.333
12 H -2.67824 -0.78563 -1.16670  0.226
13 H -2.46829 -2.00369 -0.00794  0.199
14 H -0.21758 -2.47835 -0.97334  0.224
15 H 3.17122 0.39675 -0.85291  0.500
16 N -2.12360 0.05581 0.57280  -0.596
17 O 2.18832 0.34076 -1.01678  -0.688
18 O 2.39741 -0.51678 1.07595  -0.575

---

Version ii
An isolated molecule of C6H9NO2, computed with ωB97M-V/def2-TZVPD.

The SMILES is CC(=O)/C=C\C(C)=N/O. The HOMO energy is -9.77 eV. As for the spin multiplicity: 1. For the lowest unoccupied orbital energy, the calculation gives 0.2 eV.

Each line ends with the natural charge from an NBO analysis.
Positions of all 18 atoms, in Å:
1 C 1.45705 0.78347 1.08808  -0.728
2 C 2.05800 0.07898 -0.09262  0.536
3 O 3.26859 -0.01609 -0.19974  -0.527
4 C 1.20547 -0.55689 -1.12216  -0.261
5 C -0.12132 -0.66381 -1.15578  -0.191
6 C -1.16190 -0.18101 -0.20613  0.174
7 C -1.88709 -1.22534 0.61320  -0.639
8 N -1.58527 1.01245 -0.08630  -0.130
9 O -0.87979 1.91902 -0.87163  -0.571
10 H 2.29463 1.19399 1.68669  0.241
11 H 0.86778 0.11288 1.72907  0.230
12 H 0.77898 1.58245 0.76408  0.248
13 H 1.78957 -1.00194 -1.93315  0.228
14 H -0.53345 -1.25309 -1.97598  0.224
15 H -2.26012 -2.03574 -0.04239  0.221
16 H -1.21237 -1.70197 1.33453  0.224
17 H -2.73367 -0.78423 1.14512  0.239
18 H -1.34510 2.73687 -0.67492  0.480

---

Stability, lowest: version i

---

Version i
An isolated molecule of C3H8N2S, computed with ωB97M-V/def2-TZVPD.

The SMILES is C[C@H](S)/C=N/N. The HOMO energy is -8.83 eV. As for the spin multiplicity: 1. For the lowest unoccupied orbital energy, the calculation gives 1.0 eV.

Each line ends with the natural charge from an NBO analysis.
Positions of all 14 atoms, in Å:
1 C 0.51404 1.71234 -0.12037  -0.618
2 C 0.60268 0.28898 0.49461  -0.361
3 S 2.00331 -0.70588 -0.15645  -0.040
4 C -0.72797 -0.32710 0.53959  0.002
5 N -1.63755 0.18977 -0.18766  -0.221
6 N -2.80482 -0.51610 -0.30595  -0.636
7 H 0.01568 2.35463 0.63202  0.213
8 H -0.08929 1.72442 -1.04867  0.234
9 H 1.46091 2.18031 -0.32481  0.216
10 H 0.96655 0.38388 1.58120  0.225
11 H 1.76308 -0.66512 -1.48728  0.123
12 H -0.90042 -1.19836 1.16387  0.161
13 H -2.91773 -1.35153 0.24289  0.337
14 H -3.58757 0.10487 -0.28374  0.365

---

Version ii
An isolated molecule of C3H8N2S, computed with ωB97M-V/def2-TZVPD.

The HOMO energy is -8.54 eV. As for the spin multiplicity: 1. For the lowest unoccupied orbital energy, the calculation gives 0.7 eV.

Each line ends with the natural charge from an NBO analysis.
Positions of all 14 atoms, in Å:
1 C -1.43673 -0.01878 -0.07696  -0.252
2 C -0.46793 -1.29958 0.09500  -0.287
3 C 1.42529 1.26401 -0.50836  -0.836
4 N -0.91146 1.02546 0.96948  -0.845
5 N 0.78862 -1.02736 0.69298  -0.806
6 S 0.62333 0.96311 1.09901  1.129
7 H -1.51998 0.45010 -1.14756  0.188
8 H -2.50712 -0.24610 0.17692  0.211
9 H -1.17766 -1.95388 0.57145  0.203
10 H -0.20884 -1.63485 -0.95719  0.198
11 H 1.78387 0.36974 -0.87924  0.253
12 H 2.02612 2.16007 -0.47112  0.233
13 H 0.51675 1.53136 -1.09716  0.231
14 H 1.06573 -1.58329 1.53275  0.380

---

Stability, lowest: version ii

---

Version i
An isolated molecule of C3H8N2S, computed with ωB97M-V/def2-TZVPD.

The SMILES is [H]/N=C(\CC)NS. The HOMO energy is -8.82 eV. As for the spin multiplicity: 1. For the lowest unoccupied orbital energy, the calculation gives 0.7 eV.

Each line ends with the natural charge from an NBO analysis.
Positions of all 14 atoms, in Å:
1 H 0.94611 2.18576 0.17353  0.343
2 N 0.08890 1.62696 0.12580  -0.677
3 C 0.37973 0.45573 -0.26080  0.431
4 C 1.73010 -0.11147 -0.55520  -0.478
5 C 2.50059 -0.64846 0.59969  -0.596
6 N -0.64916 -0.50509 -0.51818  -0.777
7 S -2.16972 -0.27232 0.15209  0.199
8 H 1.65323 -0.93662 -1.32708  0.215
9 H 2.44146 0.69644 -0.97295  0.221
10 H 3.48437 -1.06808 0.33714  0.223
11 H 1.87951 -1.36449 1.19936  0.204
12 H 2.69154 0.25735 1.27148  0.205
13 H -0.38544 -1.51172 -0.46269  0.392
14 H -1.73610 0.07051 1.39230  0.096

---

Version ii
An isolated molecule of C3H8N2S, computed with ωB97M-V/def2-TZVPD.

The SMILES is CN/N=C\CS. The HOMO energy is -8.60 eV. As for the spin multiplicity: 1. For the lowest unoccupied orbital energy, the calculation gives 0.9 eV.

Each line ends with the natural charge from an NBO analysis.
Positions of all 14 atoms, in Å:
1 C -0.26972 -1.56234 -0.77415  -0.497
2 N 1.05048 -0.73851 -0.78012  -0.513
3 N 0.66564 0.62309 -1.12135  -0.269
4 C 0.29655 1.32213 -0.18790  0.089
5 C 0.31488 0.94751 1.26206  -0.628
6 S -1.35529 0.93881 1.62725  0.048
7 H -1.21208 -0.72355 -1.14863  0.188
8 H -0.80747 -1.68674 0.32730  0.201
9 H -0.38668 -2.71439 -1.34844  0.241
10 H 1.64723 -0.90240 -1.51915  0.366
11 H 0.16933 2.33032 -0.36672  0.192
12 H 0.76812 0.04732 1.56272  0.249
13 H 0.72864 1.98148 1.81717  0.238
14 H -1.60964 0.13725 0.64996  0.095

---

Stability, lowest: version ii